# C47H43F4N10O3PS2SiY

A molecular structure, C47H43F4N10O3PS2SiY (wB97M-V/def2-TZVPD, OMol25).

Values from the calculation:
E_LUMO (alpha / beta) = -0.2144 / -0.2144 Eh
Energy relative to the best compared isomer or geometry (same formula, charge and spin) = 1.8441 eV
E_HOMO (alpha / beta) = -9.383 / -9.383 eV
Net charge = +1

```
112
Properties=species:S:1:pos:R:3:forces:R:3
H 6.070359 1.765092 -4.062272 -0.0133 0.0083 -0.0083
H -1.747272 5.301657 -0.966427 -0.0048 -0.0010 0.0045
C -3.757793 1.881914 4.167092 -0.0091 -0.0210 -0.0118
C 4.070650 1.122907 -3.625175 0.0861 -0.0346 -0.0025
H 4.683545 2.303210 -1.959370 -0.0095 -0.0021 0.0018
H 5.944687 0.046853 -3.641721 0.0099 0.0322 -0.0171
C -6.443380 2.935898 4.525302 -0.0090 0.0061 -0.0029
N 1.872759 1.015245 1.068798 -0.1447 0.0512 0.3006
C 1.151813 -2.784169 1.042582 -0.0199 0.1060 0.1858
C -4.388113 1.977475 5.466580 -0.0185 -0.0022 -0.0006
Si -2.645784 -2.107139 0.929709 0.0066 0.0242 0.0204
H 3.270165 -3.789135 -1.537334 0.0080 -0.0018 0.0053
H 4.756517 -4.763324 -1.503128 0.0013 -0.0064 -0.0053
C -7.699377 3.425140 4.691842 -0.0097 -0.0283 -0.0066
F -6.455644 3.277559 2.162524 0.0015 0.0056 0.0097
C -8.514815 3.903929 3.612350 0.0047 0.0136 0.0031
N -8.935189 3.648726 6.946790 -0.0140 -0.0197 -0.0035
N -1.864438 -1.232788 -0.361873 -0.0167 0.0465 0.0702
H 6.485292 -2.216563 3.755509 -0.0008 0.0007 0.0036
N 1.325804 -1.494339 1.145953 -0.0081 0.0098 0.2431
H 4.904713 -0.520645 2.874006 -0.0012 0.0022 0.0002
C 5.229236 -3.880373 3.231860 0.0024 -0.0035 0.0025
H -1.627183 2.850943 -1.337517 -0.0213 0.0029 0.0238
H -0.476525 -1.049594 -4.460333 -0.0139 0.0047 0.0172
H 1.783756 4.951616 1.453916 0.0002 0.0014 0.0010
H 5.972561 -3.030784 -2.733438 0.0017 -0.0113 0.0175
C -0.896963 3.353980 -0.712949 0.0181 -0.0346 0.0002
H -3.256202 -4.440228 1.463054 -0.0026 0.0018 0.0037
C -1.669799 0.857883 5.041948 0.0107 0.0208 0.0025
C 4.674171 -1.575098 2.827384 -0.0032 -0.0027 0.0061
H 0.012528 6.386533 0.441780 0.0043 0.0007 -0.0009
H 0.278833 -3.151887 0.516247 -0.0049 0.0057 0.0003
H 1.274655 3.551303 -4.895827 0.0152 -0.0107 0.0031
H 0.271953 2.814692 -2.776996 -0.0124 0.0229 0.0319
C 4.041539 -4.291112 2.664905 0.0087 0.0091 -0.0032
H 5.936610 -2.980885 -0.207663 0.0060 -0.0022 -0.0031
C 5.547820 -2.522426 3.312599 -0.0083 0.0033 0.0001
H -2.575505 1.121656 -4.228003 -0.0010 -0.0076 -0.0019
H 3.643008 1.977274 -4.148801 -0.0491 0.0463 -0.0486
C 2.513037 -1.016520 1.689110 -0.0399 0.0320 0.0599
H 2.737401 2.702292 1.876808 0.1102 -0.0332 -0.1094
C 0.019275 5.318464 0.270653 -0.0004 0.0024 0.0049
H 5.409122 0.610335 -5.230387 -0.0012 0.0025 -0.0023
H 0.583562 -0.329214 -6.562091 0.0067 -0.0066 0.0121
F -6.138491 2.498203 6.847793 -0.0026 0.0028 -0.0065
O 4.497990 -1.687930 -2.942078 -0.0143 -0.0740 -0.0044
H -4.845641 0.187019 -4.544190 0.0000 -0.0010 -0.0020
C -4.670652 -1.123943 -2.843871 0.0104 0.0085 -0.0133
N 0.056311 2.585514 -0.187926 -0.0157 -0.0482 0.0976
N 1.966823 -3.693045 1.560489 0.0769 -0.0624 -0.2220
C -2.169143 -0.060755 -2.500103 -0.1919 0.0788 0.0636
C -2.509822 1.359436 3.993923 -0.0378 -0.0745 -0.0236
F -4.022027 2.347534 1.848100 0.0054 0.0172 0.0126
C -5.629751 2.458159 5.633153 0.0086 -0.0057 -0.0027
H -1.039430 -3.105374 2.580451 0.0003 -0.0026 -0.0042
C -4.242234 -1.266417 1.480021 -0.0026 0.0100 0.0186
C -5.797557 2.854495 3.223581 0.0165 -0.0031 0.0024
H 1.763790 -4.670241 1.414713 0.0110 0.0031 -0.0146
C 0.988031 3.158752 0.596253 0.0029 0.0571 -0.0938
H 1.417121 1.987662 -6.812523 -0.0082 0.0075 0.0035
C 0.327970 2.131315 -3.607639 -0.1405 -0.0075 0.0032
C -3.881803 -1.513067 -1.775798 -0.0100 0.0069 0.0046
C -2.964386 0.384001 -3.538775 0.0659 -0.0199 -0.0890
C -2.952191 -3.918621 0.551614 -0.0187 0.0005 -0.0084
H 6.155461 -1.377482 -0.927492 -0.0060 0.0059 -0.0015
C 0.892648 2.541979 -4.808053 0.1444 -0.0154 -0.0090
H -2.032820 -4.390457 0.192641 0.0032 0.0029 0.0023
C -8.354040 3.523170 5.964748 0.0217 0.0378 0.0084
N -0.916322 0.435844 5.799100 -0.0001 -0.0063 0.0012
C -4.557321 2.372625 3.065776 -0.0070 0.0165 0.0022
C 5.459868 -2.210231 -0.816934 -0.0174 -0.0018 -0.0188
Y -0.025776 0.065675 -0.166746 0.4959 -0.4010 -1.1006
H -0.823714 -1.363558 2.616415 -0.0052 -0.0025 0.0043
C -0.957824 4.723283 -0.508605 0.0087 0.0117 -0.0184
H 3.048923 1.625044 -1.787669 0.0010 0.0141 -0.0101
H 3.950631 -4.410808 -3.042600 -0.0011 0.0045 -0.0021
F -3.708979 1.556994 6.521529 0.0012 0.0029 -0.0062
C 0.487343 0.375642 -5.747883 -0.0370 -0.0624 -0.0302
C -0.191872 0.853956 -3.516863 -0.0175 -0.0353 -0.1678
C -4.230535 -0.146336 -3.720584 -0.0076 -0.0130 0.0059
C 3.463152 -1.970122 2.251982 -0.0245 -0.0041 0.0167
H 5.919966 -4.619367 3.614596 0.0023 -0.0015 -0.0020
S 2.240919 -2.628826 -4.654620 -0.0402 0.0069 0.0118
H -4.562680 -1.672150 2.443434 0.0003 -0.0095 0.0014
N -9.219439 4.309519 2.801875 -0.0047 -0.0065 -0.0015
C 4.062597 1.422539 -2.137949 -0.0071 -0.0162 0.0263
C 0.967845 1.669542 -5.881394 0.0125 0.0179 0.0320
H -5.638746 -1.586942 -2.982856 -0.0030 0.0013 0.0000
H -3.716107 -4.101505 -0.203144 0.0006 -0.0093 0.0016
N 2.809063 0.246000 1.712727 0.0119 -0.0642 -0.0110
H -4.266083 -2.272098 -1.111558 -0.0040 0.0007 0.0011
C -2.613941 -0.963990 -1.518462 -0.0891 -0.0144 0.0209
C 5.462431 0.865120 -4.172493 0.0245 0.0187 0.0180
O 3.175160 0.051234 -4.004504 -0.1290 0.0642 -0.0249
C 4.200537 -4.008815 -2.063618 -0.0112 -0.0125 -0.0071
H 4.566385 -1.850171 -0.304376 0.0073 -0.0064 0.0038
H 3.791745 -5.342340 2.594076 0.0007 -0.0011 -0.0042
C -1.563415 -2.151331 2.487029 0.0095 -0.0095 0.0010
H -4.072640 -0.192246 1.599530 -0.0010 -0.0143 -0.0089
O -0.867406 0.468627 -2.332784 0.0255 0.1309 0.2084
C -0.106431 -0.039293 -4.567365 0.0617 -0.0374 0.0509
S 1.972127 -1.254978 -1.596767 -0.1321 0.0647 0.0989
H -5.069881 -1.379849 0.781622 0.0015 -0.0011 -0.0092
P 2.985227 -1.394107 -3.376301 0.1103 0.0335 0.0227
C -1.899811 1.194363 2.711012 -0.0080 0.1016 -0.0193
C 1.976071 2.275297 1.228210 -0.0679 0.0589 0.0961
C 5.071376 -2.771482 -2.173979 0.0123 0.0223 0.0207
N -1.328248 0.996040 1.737346 0.0508 0.0067 0.2386
H -2.238054 -2.100366 3.346958 -0.0027 -0.0021 0.0057
C 3.166566 -3.327495 2.174708 -0.0032 -0.0008 0.0151
H 4.461950 0.590014 -1.558107 -0.0015 0.0080 -0.0010
C 1.007798 4.524791 0.833205 -0.0001 -0.0110 0.0093
```
Positions in Å, forces in eV/Å.

Here are the Löwdin charges for atoms 1 to 99, given in e: atom 1 (H): 0.09, atom 2 (H): 0.12, atom 3 (C): 0.00, atom 4 (C): -0.43, atom 5 (H): 0.09, atom 6 (H): 0.07, atom 7 (C): 0.00, atom 8 (N): -0.07, atom 9 (C): -0.20, atom 10 (C): -0.13, atom 11 (Si): 0.38, atom 12 (H): 0.04, atom 13 (H): 0.08, atom 14 (C): -0.10, atom 15 (F): 0.16, atom 16 (C): -0.15, atom 17 (N): 0.24, atom 18 (N): -0.20, atom 19 (H): 0.11, atom 20 (N): -0.05, atom 21 (H): 0.12, atom 22 (C): -0.05, atom 23 (H): 0.12, atom 24 (H): 0.12, atom 25 (H): 0.12, atom 26 (H): 0.15, atom 27 (C): -0.13, atom 28 (H): 0.04, atom 29 (C): -0.17, atom 30 (C): 0.00, atom 31 (H): 0.12, atom 32 (H): 0.13, atom 33 (H): 0.11, atom 34 (H): 0.09, atom 35 (C): 0.00, atom 36 (H): 0.08, atom 37 (C): -0.05, atom 38 (H): 0.13, atom 39 (H): 0.13, atom 40 (C): -0.30, atom 41 (H): 0.14, atom 42 (C): -0.02, atom 43 (H): 0.09, atom 44 (H): 0.11, atom 45 (F): 0.16, atom 46 (O): -0.33, atom 47 (H): 0.11, atom 48 (C): -0.08, atom 49 (N): 0.01, atom 50 (N): 0.17, atom 51 (C): -0.20, atom 52 (C): -0.10, atom 53 (F): 0.13, atom 54 (C): -0.12, atom 55 (H): 0.03, atom 56 (C): -0.15, atom 57 (C): -0.13, atom 58 (H): 0.17, atom 59 (C): -0.25, atom 60 (H): 0.11, atom 61 (C): -0.02, atom 62 (C): -0.05, atom 63 (C): -0.02, atom 64 (C): -0.16, atom 65 (H): 0.08, atom 66 (C): -0.08, atom 67 (H): 0.03, atom 68 (C): -0.15, atom 69 (N): 0.22, atom 70 (C): -0.14, atom 71 (C): -0.05, atom 72 (Y): 1.31, atom 73 (H): -0.01, atom 74 (C): -0.02, atom 75 (H): 0.04, atom 76 (H): 0.06, atom 77 (F): 0.15, atom 78 (C): -0.06, atom 79 (C): -0.29, atom 80 (C): -0.08, atom 81 (C): -0.10, atom 82 (H): 0.12, atom 83 (S): 0.29, atom 84 (H): 0.04, atom 85 (N): 0.23, atom 86 (C): -0.07, atom 87 (C): -0.07, atom 88 (H): 0.11, atom 89 (H): 0.03, atom 90 (N): 0.10, atom 91 (H): 0.07, atom 92 (C): -0.29, atom 93 (C): -0.04, atom 94 (O): -0.31, atom 95 (C): -0.09, atom 96 (H): 0.04, atom 97 (H): 0.12, atom 98 (C): -0.18, atom 99 (H): 0.00